Below is 10 unconnected molecules or ions with the total composition C12H44BF4N2O9 at a distorted geometry, with properties calculated with ωB97M-V/def2-TZVPD.

Last column: Mulliken charge in e.
Cartesian coordinates (Å):
B: 0.69003 0.46319 0.56991  0.62
F: 0.50570 0.61883 -0.81253  -0.42
F: -0.52717 0.12512 1.15788  -0.41
F: 1.59150 -0.52768 0.86068  -0.40
F: 1.21265 1.62593 1.00211  -0.39
C: 3.30473 -7.47458 -2.81313  -1.05
C: 3.17779 -6.20682 -1.92151  -0.19
O: 3.41344 -6.63686 -0.62874  -0.51
H: 4.31898 -7.87137 -2.76912  0.28
H: 3.03659 -7.27758 -3.85111  0.33
H: 2.66719 -8.26779 -2.42266  0.28
H: 2.16217 -5.82872 -2.03837  0.20
H: 3.86281 -5.40535 -2.19807  0.33
H: 3.96524 -5.92975 -0.28652  0.33
C: 2.74877 -1.72549 -7.49955  -0.87
C: 3.73232 -0.95170 -8.22277  -0.30
O: 4.97883 -1.71738 -8.25323  -0.53
H: 1.82854 -1.14200 -7.47095  0.32
H: 2.87343 -1.66100 -6.41863  0.28
H: 2.52394 -2.69926 -7.93465  0.27
H: 3.90476 0.00097 -7.72199  0.26
H: 3.48586 -0.59864 -9.22412  0.27
H: 5.55390 -1.37514 -7.56492  0.30
O: 6.48238 -3.15309 1.80907  -0.64
H: 6.18998 -2.32180 1.43530  0.33
H: 6.74735 -2.93452 2.70251  0.31
O: -1.30844 -4.59472 1.62092  -0.66
H: -0.92340 -3.73170 1.77317  0.34
H: -0.56416 -5.15350 1.39722  0.31
O: 5.64585 1.99897 2.42250  -0.65
H: 5.89802 2.80064 1.96428  0.30
H: 4.71926 1.88352 2.21191  0.34
O: 5.00262 1.52681 -2.24391  -0.66
H: 4.11619 1.30416 -1.95947  0.35
H: 5.23797 2.29196 -1.71915  0.30
O: -2.73827 4.32405 -0.03678  -0.66
H: -2.66749 4.74203 0.82142  0.31
H: -2.19534 3.53883 0.03320  0.35
C: -5.98983 -1.25715 -2.89320  -1.46
C: -6.94201 -0.76902 -1.73553  0.54
C: -8.46721 -1.07322 -2.01223  -0.63
O: -8.92739 0.05046 -2.81282  -0.30
C: -10.26938 -0.12041 -3.12879  -0.70
N: -6.47748 -1.37419 -0.53378  -0.77
H: -4.93059 -1.09200 -2.69613  0.39
H: -6.27058 -0.70405 -3.78950  0.33
H: -6.12254 -2.31652 -3.11281  0.35
H: -6.79450 0.30904 -1.67134  0.24
H: -9.01153 -1.18339 -1.07432  0.37
H: -8.57184 -1.95131 -2.64949  0.32
H: -10.89814 -0.23780 -2.24619  0.28
H: -10.29010 -1.03471 -3.72185  0.31
H: -10.58785 0.74873 -3.70435  0.23
H: -5.52825 -1.17254 -0.25378  0.26
H: -6.98365 -0.93261 0.22047  0.25
C: 0.99451 2.96074 7.24884  -1.19
C: 0.60945 4.38845 6.78896  0.27
C: 1.75863 5.33626 6.24070  -0.64
O: 2.58612 5.77790 7.27045  -0.32
C: 3.75558 6.50591 6.96288  -0.75
N: -0.31213 4.24339 5.68179  -0.73
H: 1.84384 3.03943 7.92748  0.33
H: 1.09638 2.39354 6.32364  0.33
H: 0.12924 2.62696 7.82156  0.28
H: 0.22992 4.83805 7.70653  0.31
H: 1.33207 6.16748 5.67927  0.34
H: 2.33448 4.74885 5.52555  0.33
H: 3.62879 7.29615 6.22292  0.31
H: 4.47211 5.81097 6.52497  0.31
H: 4.17766 7.01790 7.82764  0.24
H: 0.18969 3.72201 4.97720  0.28
H: -0.41784 5.17846 5.31495  0.29

Cartesian forces, eV/Å:
-0.6875 -0.7951 -0.9552
-0.1730 -0.3381 -0.8402
-0.7169 0.1761 0.4020
1.0670 -1.4359 0.0588
0.6197 2.4752 1.3582
0.2066 0.7040 0.1243
-0.6439 -1.3591 -2.0492
0.5947 0.4988 1.3442
0.1084 0.1449 -0.0742
-0.0031 0.0011 -0.0259
-0.2077 0.1718 0.0442
-0.1621 0.2190 0.0931
0.1046 -0.0870 -0.2844
-0.0008 -0.2714 0.8526
-2.6272 0.3853 0.9228
2.5298 0.8019 -0.1923
-0.3870 0.6172 -0.4887
-0.6033 -0.0173 -0.7434
0.8901 -1.0028 0.0459
0.2325 -0.0349 0.4091
0.1403 0.0628 0.3512
-0.1486 -0.7981 -0.3090
-0.0293 -0.0129 0.0203
0.0967 -0.2850 -0.1063
-0.1561 0.2450 -0.1301
0.0286 0.0462 0.2150
-0.2583 -0.2115 0.0728
0.0896 0.3752 -0.0176
0.1834 -0.1106 -0.0780
0.2648 -0.0668 0.1580
0.0614 0.1668 -0.0962
-0.3949 -0.1463 -0.0729
0.2727 -0.0393 -0.2334
-0.3709 -0.1422 0.1278
0.0271 0.1430 0.1234
-0.2234 0.2209 -0.1723
0.0293 0.0574 0.1913
0.2376 -0.3390 -0.0236
-1.3090 0.4238 0.0633
1.0973 -0.3329 -1.7553
1.9656 1.5274 -0.9960
0.7179 -0.3371 1.5635
0.1668 -0.1976 -0.5130
-0.7506 -0.7129 1.9019
-0.1299 0.1875 0.2526
0.1590 0.0104 -0.1534
-0.0913 -0.0930 0.2088
-0.5219 0.3270 -0.3091
-0.2151 0.0980 0.0234
-0.0234 -0.4124 0.2779
-0.1510 0.0180 0.1613
-0.8295 -0.1270 -0.3280
-0.1013 -0.1462 -0.0452
0.4135 0.0051 -0.7855
-0.3814 -0.2366 0.4323
-0.3227 1.6605 -0.3077
1.6014 0.2990 -0.0213
0.0444 -1.3699 0.5196
0.0792 0.7069 1.4199
-0.0070 -0.3921 -0.8668
-0.5667 0.4432 0.5488
0.2429 -0.4845 -0.3436
0.5477 -0.5632 0.4678
0.0933 -0.3939 -0.1566
-0.6555 0.5599 -0.3811
-0.2785 0.2934 0.0829
0.2300 -0.2102 -0.3332
-0.5301 0.1065 -0.2579
0.4271 0.0077 0.1045
-0.2593 -0.5006 0.3102
-0.1403 -0.2116 -0.3615
-0.5126 0.0280 -0.4457

ΔE to the lowest compared entry with this formula, charge and spin   72.65 kcal per mole
HOMO energy   -7.470 eV
Energy   -46117.271 eV
Maximum force   0.05621 hartree/bohr
LUMO energy   2.232 eV
Charge   -1
2S+1   1

=====

Below is 10 unconnected molecules or ions with the total composition C12H44O16 at a distorted geometry, with properties calculated with ωB97M-V/def2-TZVPD.

Last column: Mulliken charge in e.
Cartesian coordinates (Å):
O: -1.03875 2.49320 -0.07698  -0.34
C: -0.30735 3.50658 -0.84627  -0.47
C: 1.17500 3.06271 -0.96725  -0.11
O: 1.41217 1.69523 -1.33437  -0.61
H: -0.45141 2.11782 0.58619  0.30
H: -0.99966 3.65477 -1.68183  0.22
H: -0.31979 4.36001 -0.16712  0.33
H: 1.72480 3.35932 -0.04303  -0.13
H: 1.64291 3.68715 -1.73291  0.44
H: 0.56535 1.28356 -1.69264  0.44
O: -1.02904 0.69196 -2.73731  -0.25
C: -2.08086 1.50279 -3.43184  -0.18
C: -3.22890 0.62433 -3.75579  -0.76
O: -3.86238 -0.03892 -2.75218  -0.49
H: -1.41210 0.41049 -1.91312  0.03
H: -2.35876 2.25757 -2.66679  0.18
H: -1.64164 2.08860 -4.28537  0.33
H: -3.02509 -0.01319 -4.62593  0.28
H: -3.90729 1.26731 -4.26779  0.51
H: -3.32919 -0.83240 -2.46609  0.27
O: -0.15479 -1.79003 -3.79287  -0.40
C: 1.20449 -1.92585 -3.85502  -0.67
C: 1.80547 -2.05087 -2.47876  -0.48
O: 1.55188 -1.02962 -1.51362  -0.25
H: -0.34251 -0.90309 -3.49303  0.23
H: 1.36899 -2.91115 -4.28412  0.37
H: 1.64088 -1.18899 -4.51418  0.36
H: 2.89974 -2.16781 -2.54023  0.41
H: 1.37707 -2.95866 -2.03503  0.27
H: 2.13857 -0.25548 -1.62092  0.26
O: -2.75221 -2.73249 -3.26028  -0.53
C: -2.59046 -3.70546 -2.24789  -0.26
C: -3.49800 -3.28168 -1.15507  -0.65
O: -3.28908 -1.88130 -0.81673  -0.71
H: -1.90138 -2.49613 -3.65976  0.51
H: -2.92949 -4.68826 -2.65060  0.31
H: -1.55225 -3.80449 -1.92026  0.14
H: -3.35497 -3.84394 -0.23322  0.37
H: -4.55844 -3.31563 -1.32366  0.39
H: -2.31154 -1.78248 -0.75825  0.57
O: 2.00132 -1.09606 5.11211  -0.61
C: 3.22707 -0.54661 4.81650  0.07
C: 4.17112 -1.67447 4.47080  -0.57
O: 3.62919 -2.54320 3.45290  -0.61
H: 1.34274 -0.96278 4.46392  0.37
H: 3.13262 0.18867 4.05941  -0.10
H: 3.66222 0.04110 5.64499  0.37
H: 4.37909 -2.25215 5.35271  0.31
H: 5.15816 -1.44061 4.16893  0.38
H: 2.71758 -2.79516 3.69490  0.35
O: 0.70462 2.55739 4.53338  -0.52
C: 1.18406 3.63439 3.74205  -0.53
C: 2.12536 3.15044 2.59007  -0.42
O: 1.48738 2.16384 1.74659  -0.18
H: -0.11698 2.22216 4.12034  0.27
H: 0.37642 4.09477 3.13845  0.24
H: 1.64008 4.31888 4.44458  0.38
H: 3.07391 2.80709 2.96155  0.25
H: 2.30659 3.96529 1.91302  0.43
H: 1.04750 1.44157 2.22039  0.13
O: 1.56137 -1.27019 1.85439  -0.64
H: 1.36025 -1.49917 0.93695  0.22
H: 2.51272 -1.61794 2.05817  0.38
O: -3.26299 0.37942 0.81077  -0.57
H: -3.45139 -0.37330 0.20250  0.49
H: -3.99683 1.03503 0.77390  0.26
O: -0.84018 0.64166 2.42473  -0.55
H: -0.31435 -0.01952 2.02876  0.11
H: -1.73486 0.63143 2.07658  0.29
O: -0.61100 -1.58122 -0.24441  -0.57
H: 0.16657 -1.25139 -0.74388  0.27
H: -0.91932 -0.81486 0.18588  0.05

Cartesian forces, eV/Å:
-0.0225 0.0723 -0.8631
-0.3117 -1.7709 2.4348
0.1181 0.9502 -1.0825
-1.5086 -0.1969 -0.0220
0.2397 0.1483 0.3171
0.9913 0.1599 -0.3757
0.1483 0.6223 -0.5815
-0.6897 -0.9032 -0.6244
-0.0472 0.1103 -0.2696
1.1854 1.0491 0.4533
0.1528 0.7401 -1.6465
1.5162 0.4834 1.9763
-0.0531 0.1127 -2.6881
0.4860 -0.8493 1.5269
-0.5225 -0.0269 0.7101
-0.1629 -0.3357 -0.4364
-0.2376 -1.1222 0.6509
0.7228 -0.5702 0.2733
-1.1945 0.9330 0.0218
-0.9680 0.6578 -0.3739
-1.5606 -0.1412 -0.1993
0.8316 -0.8684 0.1328
1.0791 -0.3399 0.6904
0.3464 0.4988 -0.6223
-0.5717 0.9480 0.3575
0.3655 -0.0897 -0.3680
0.4194 0.4342 -0.0304
-0.2892 -0.2316 -0.1546
0.1598 0.1338 -0.0466
-0.4697 -0.2035 0.0957
0.3034 0.2312 -0.5838
-0.5170 -0.5797 -1.2035
-0.3034 1.1821 2.1595
0.8972 -0.5479 -0.2011
0.0746 -0.2815 0.1242
0.3022 0.3664 0.3878
-0.0293 0.1671 0.0727
0.2822 -0.3892 -0.0132
-0.3896 -0.3120 -0.8347
-0.3373 -0.1731 0.0844
-0.2436 -0.9987 2.1505
1.3694 0.4450 0.1034
-0.7989 -1.0218 -0.1871
-0.2354 0.3203 -0.0749
-0.8285 0.5701 -1.2781
-0.0159 0.5747 -1.2894
-0.3866 -0.4774 0.2047
-0.4153 -0.5160 0.7505
0.8094 0.9463 -0.8134
0.5931 0.2061 0.2954
-0.6550 -0.2086 -0.5397
-0.2350 -0.8055 -1.6539
-1.2536 -0.7196 0.5734
0.2735 0.4335 0.5091
0.6735 0.0251 0.2733
-0.0207 0.1640 0.8614
0.2797 0.4032 -0.2486
0.4892 -0.4449 0.2396
0.1999 0.6193 -0.1591
0.3830 0.4506 0.4331
2.0287 -0.6672 0.5527
0.2002 -0.1050 0.1600
-2.2309 0.8387 -0.5257
-0.4630 0.2587 -0.0384
-0.4317 0.5963 0.4474
0.8694 -0.9647 -0.2744
-0.2976 1.5906 1.2187
0.7227 -1.5889 -0.6212
-0.4308 -0.3026 -0.5144
0.3272 -1.1342 -0.7141
0.0609 -0.1392 -0.2608
-0.7733 1.5837 1.1714

ΔE to the lowest compared entry with this formula, charge and spin   24.29 kcal per mole
HOMO energy   -9.835 eV
Energy   -45914.959 eV
Structure (SMILES)   OCCO.OCCO.OCCO.OCCO.OCCO.OCCO.O.O.O.O
Maximum force   0.05886 hartree/bohr
LUMO energy   0.508 eV
2S+1   1

=====

Below is a molecular structure, C12H45BN8O4P2Si2 at a distorted geometry, with properties calculated with ωB97M-V/def2-TZVPD.

Last column: Mulliken charge in e.
Cartesian coordinates (Å):
N: -4.28536 -1.46101 0.46625  -0.48
Si: -4.58447 -0.18886 1.60762  0.31
O: -6.24859 0.11923 1.61383  -0.24
Si: -7.14330 -1.18440 1.00779  0.49
B: -9.10132 -1.02522 1.42989  0.42
N: -10.09579 -1.34676 0.38365  -0.59
O: -9.55196 -0.65623 2.69231  -0.57
H: -3.89070 -1.13911 -0.40529  0.23
H: -3.77361 -2.24400 0.84244  0.23
H: -3.92222 1.07725 1.27763  -0.11
H: -4.21162 -0.55416 2.98899  -0.15
H: -6.70183 -2.45111 1.65689  -0.19
H: -7.02005 -1.29025 -0.45946  -0.18
H: -9.91665 -2.28495 0.03921  0.26
H: -10.04663 -0.70966 -0.40226  0.27
H: -9.70422 -1.47020 3.19281  0.28
O: -1.79910 1.86989 -0.33259  -0.73
P: -0.60037 2.77585 -0.37610  0.81
N: -1.43211 4.29197 -0.48956  0.03
C: -0.90695 5.50562 -1.08290  -0.74
C: -2.26147 4.60744 0.67467  -0.89
N: -0.03294 2.29579 -1.93348  0.35
C: 0.30758 3.22811 -2.99080  -1.32
C: -0.65779 1.11978 -2.52872  -1.03
N: 0.95600 3.50462 -0.02706  -0.01
C: 2.09388 2.55820 -0.17293  -1.33
C: 1.05828 4.00336 1.36847  -1.07
H: -0.10729 5.98342 -0.49748  0.26
H: -1.70969 6.23933 -1.18209  0.40
H: -0.53816 5.35060 -2.09184  0.17
H: -1.67423 4.83253 1.57558  0.27
H: -2.91913 3.77060 0.91217  0.13
H: -2.90356 5.46518 0.47373  0.40
H: -0.58170 3.69055 -3.43791  0.33
H: 0.84503 2.70990 -3.79004  0.43
H: 0.99221 4.00487 -2.64778  0.39
H: -1.65292 1.34508 -2.93207  0.27
H: -0.74780 0.31328 -1.80805  0.34
H: -0.03837 0.73642 -3.34320  0.30
H: 1.97120 1.68187 0.46999  0.50
H: 3.03068 3.05458 0.08606  0.51
H: 2.21964 2.21069 -1.19201  0.21
H: 0.78459 3.23923 2.10015  0.37
H: 0.42922 4.87849 1.52829  0.28
H: 2.07505 4.32994 1.57917  0.38
O: 1.86435 -2.29591 -0.76911  -0.80
P: 3.13896 -2.91656 -0.26870  0.80
N: 3.06068 -2.37074 1.37461  0.20
C: 4.19483 -2.16374 2.25373  -0.81
C: 1.91767 -2.89336 2.12519  -1.10
N: 4.22030 -1.92764 -1.18021  0.24
C: 5.35341 -1.22821 -0.60503  -1.19
C: 3.62727 -1.09057 -2.21498  -1.06
N: 4.43305 -4.06011 0.03755  -0.04
C: 5.08326 -4.56743 -1.20140  -1.06
C: 3.96775 -5.28296 0.74198  -1.09
H: 4.68640 -3.09178 2.58048  0.27
H: 3.86632 -1.64383 3.15620  0.40
H: 4.95058 -1.51969 1.81424  0.17
H: 1.99326 -3.96898 2.33445  0.27
H: 0.99236 -2.73094 1.57193  0.27
H: 1.80957 -2.37630 3.07891  0.40
H: 5.04421 -0.36581 0.00015  0.24
H: 6.00722 -0.85496 -1.39807  0.45
H: 5.98298 -1.88875 -0.00769  0.37
H: 3.12879 -0.20975 -1.79108  0.30
H: 2.90569 -1.64377 -2.80759  0.33
H: 4.38751 -0.74102 -2.91832  0.33
H: 4.36450 -5.04637 -1.87179  0.36
H: 5.85380 -5.29394 -0.94017  0.41
H: 5.58682 -3.78220 -1.75309  0.32
H: 3.11585 -5.74832 0.24043  0.37
H: 3.68944 -5.06977 1.77343  0.25
H: 4.77168 -6.01428 0.79996  0.41

Cartesian forces, eV/Å:
0.1940 0.5213 0.5816
-0.8394 0.8233 0.2260
0.6429 -1.2510 -0.5159
0.1411 0.6968 0.3711
-0.5069 0.5794 -0.0623
-0.0839 -0.1426 0.6563
0.3371 -0.6143 -0.2112
0.1067 -0.1942 -0.1076
0.0573 -0.1583 -0.2292
0.0334 0.0223 -0.1649
0.0744 -0.3447 -0.0544
0.0375 -0.0765 -0.1039
0.0900 -0.0700 -0.0800
-0.0301 0.0579 -0.3818
0.0523 -0.1247 -0.1840
-0.2910 0.3306 0.2767
1.4023 -0.7877 3.2462
-1.3195 2.8119 -6.3530
-0.0982 0.0862 0.6638
0.4945 0.2164 -0.0110
-0.3407 -0.4536 0.1043
-0.1016 -0.1844 -0.1376
0.5905 0.2128 0.1083
-0.2224 -0.1930 0.1391
0.0179 -2.2802 2.2085
0.3371 -0.1476 -0.2987
-0.3029 0.6360 0.0110
0.0070 -0.0125 -0.0079
-0.1277 -0.1142 0.1424
0.0869 -0.1250 0.1237
-0.0673 0.1454 -0.0156
0.0937 -0.0730 -0.0368
0.0742 0.0357 -0.1401
0.0248 0.0197 -0.0149
-0.0934 -0.1409 0.0271
-0.1592 0.0580 0.1372
-0.0187 -0.0723 0.0009
-0.0958 0.0518 0.0567
0.1158 0.2004 -0.0104
0.1623 -0.0122 0.0428
-0.1573 0.1768 0.2274
-0.3138 0.0232 -0.0578
0.1177 0.0106 0.0829
-0.1510 -0.1012 -0.1262
0.0684 -0.1035 -0.1285
-0.8150 -3.4955 -0.4864
3.1081 5.9463 1.8417
-0.3636 -0.4551 0.2184
0.4732 -0.2506 0.0532
-0.4751 0.1028 -0.3018
-0.0060 0.1764 -0.1854
0.4759 -0.4037 0.0535
-0.3584 0.0694 -0.1346
-1.9236 -1.8822 -1.7771
0.3867 0.1240 -0.2029
-0.0362 0.1655 0.6951
0.0066 0.0043 -0.0149
-0.2115 -0.0495 -0.0438
-0.0410 -0.1551 -0.1233
0.0049 0.0489 0.1535
0.0696 -0.0167 -0.1060
0.1455 0.0749 -0.0137
0.0319 -0.0044 0.0102
-0.1356 0.0308 -0.0986
-0.1797 -0.0250 0.1319
-0.0720 0.0100 -0.0783
-0.1344 0.0140 0.1317
0.2345 -0.0710 0.2109
0.0668 -0.1220 -0.0076
-0.1581 -0.0911 0.2079
-0.1840 0.1931 0.0860
0.0534 -0.1316 -0.0067
-0.0862 0.1841 -0.0748
0.0843 0.0700 -0.1389

HOMO energy   -8.337 eV
Energy   -68295.591 eV
Maximum force   0.13752 hartree/bohr
LUMO energy   0.104 eV
2S+1   1